No. 1
Entry from the OMol25 dataset: a structure of composition C37H47AsN2OSSi2V (wB97M-V/def2-TZVPD).

XYZ file:
```
92
Properties=species:S:1:pos:R:3:forces:R:3:mulliken_charge:R:1
V -0.21574 0.29860 0.20782 0.35 0.12 -0.13 0.46
C 0.65703 -0.93165 5.66852 0.06 0.03 0.05 -0.78
C -0.78682 -0.74597 5.23537 -0.14 -0.04 -0.09 -0.80
N -1.17133 -1.64066 4.14259 0.08 0.20 0.11 0.07
C -1.38738 -3.04478 4.50772 -0.09 0.03 0.00 -0.72
C -0.25255 -3.96241 4.08210 0.01 -0.08 0.00 -0.90
C -1.28174 -1.25036 2.86520 -0.11 -0.50 -0.11 0.72
S -0.95837 0.39143 2.44221 -0.13 0.16 0.38 -0.77
N -1.72205 -2.23610 2.05006 0.18 0.29 0.04 -0.17
C -1.61092 -2.26904 0.74281 -0.16 -0.18 -0.39 -0.38
O -1.00292 -1.46756 -0.03371 0.01 -0.14 0.21 0.02
C -2.25422 -3.43513 0.05274 -0.03 0.03 0.26 0.57
C -2.93797 -4.40275 0.78541 -0.01 0.01 -0.06 -0.27
C -3.52300 -5.47991 0.14031 0.01 0.02 0.00 -0.79
C -3.42459 -5.59633 -1.23960 -0.03 -0.06 -0.01 -0.43
C -2.74090 -4.63660 -1.97179 0.00 0.00 -0.04 -1.16
C -2.15616 -3.55727 -1.32967 0.00 -0.03 0.05 0.15
H 0.92843 -0.15954 6.38838 0.00 0.00 0.03 0.40
H 1.32949 -0.84789 4.81568 0.00 0.02 -0.04 0.10
H 0.81927 -1.89995 6.14169 -0.01 -0.04 -0.01 0.33
H -0.96132 0.27656 4.92098 0.02 0.04 -0.05 0.41
H -1.46950 -0.95040 6.06457 0.04 0.01 0.00 0.40
H -2.32751 -3.37026 4.06312 0.04 -0.02 0.00 0.39
H -1.50983 -3.05841 5.59151 0.04 -0.04 0.00 0.44
H -0.13613 -3.95772 3.00021 -0.02 0.00 0.00 0.14
H -0.46678 -4.98408 4.39802 -0.01 -0.02 0.02 0.40
H 0.69404 -3.66118 4.52814 0.03 0.03 0.02 0.30
H -3.00049 -4.29647 1.85889 0.00 0.00 0.01 0.42
H -4.05333 -6.23015 0.71247 0.00 0.00 0.00 0.42
H -3.87885 -6.43994 -1.74359 0.00 0.00 -0.01 0.40
H -2.65912 -4.73352 -3.04687 0.00 0.00 -0.01 0.42
H -1.61662 -2.80500 -1.88560 0.01 0.01 -0.02 0.29
C -3.40789 6.58315 -1.97442 0.01 0.02 0.02 -0.45
C -2.37666 6.63623 -1.04899 0.00 0.01 0.00 -0.70
C -1.64987 5.49190 -0.75506 0.01 0.04 0.08 -0.41
C -1.93997 4.29234 -1.39682 0.04 0.05 0.09 0.42
C -2.97522 4.24088 -2.32205 -0.01 -0.04 -0.06 -0.22
C -3.70718 5.38498 -2.60507 -0.02 -0.01 -0.03 -0.79
As -0.81934 2.76273 -0.96082 0.08 -0.05 -0.34 0.50
C -1.65809 1.34543 -2.00819 0.04 0.13 0.00 -0.57
C -2.84290 0.67400 -1.72292 0.01 -0.02 0.07 -0.85
C -3.26960 -0.34001 -2.56500 -0.01 -0.02 0.02 -0.51
C -2.50332 -0.69281 -3.67175 -0.04 -0.03 -0.01 -0.93
C -1.31899 -0.03491 -3.95543 0.02 0.06 0.08 -0.32
C -0.89036 1.00337 -3.12938 -0.06 -0.10 0.02 1.15
C 0.31922 1.82121 -3.32684 0.07 0.03 -0.05 0.53
C 1.24963 1.64837 -4.34721 -0.02 0.04 0.06 -0.61
C 2.34748 2.49101 -4.42442 -0.03 -0.03 0.00 -0.91
C 2.52240 3.50438 -3.49106 0.08 0.03 -0.05 -0.66
C 1.60846 3.67422 -2.46199 0.03 0.03 0.07 -0.54
C 0.51086 2.83512 -2.38143 -0.11 -0.02 0.00 0.49
H -3.97964 7.47336 -2.20090 -0.01 0.01 0.00 0.38
H -2.13929 7.56530 -0.54763 -0.01 0.01 0.00 0.39
H -0.85859 5.54352 -0.01427 0.00 -0.05 -0.02 0.39
H -3.21683 3.31608 -2.83139 0.04 -0.02 0.03 0.35
H -4.51279 5.33783 -3.32630 -0.01 0.00 0.00 0.40
H -3.42415 0.92788 -0.84219 0.01 0.02 -0.03 0.54
H -4.18688 -0.87180 -2.34951 -0.01 0.00 0.00 0.44
H -2.83471 -1.49635 -4.31718 -0.01 -0.01 0.00 0.40
H -0.73687 -0.32791 -4.81877 0.02 0.01 -0.02 0.39
H 1.12545 0.85841 -5.07664 0.00 -0.01 0.00 0.40
H 3.07353 2.35477 -5.21455 0.01 0.00 -0.01 0.41
H 3.38219 4.15784 -3.56023 0.01 0.00 0.01 0.43
H 1.77286 4.45599 -1.73006 -0.05 -0.02 0.03 0.39
C 2.02038 3.02659 1.50845 0.04 -0.08 -0.07 -0.92
Si 2.89903 1.43206 0.97027 0.01 -0.06 0.19 0.03
C 3.30903 0.52181 2.57619 0.04 0.15 -0.09 -0.30
C 4.52178 2.03121 0.20436 -0.08 0.00 0.03 -1.09
C 1.91783 0.36277 -0.16573 -0.19 0.20 -0.13 1.36
Si 2.49032 -1.37692 -0.36770 0.04 -0.16 -0.08 0.07
C 1.69455 -2.14584 -1.90664 0.03 0.09 0.04 -0.58
C 4.34703 -1.57790 -0.68785 -0.10 -0.03 0.10 -1.23
C 2.07502 -2.44669 1.13988 0.03 0.06 -0.04 -0.70
H 2.63698 3.52693 2.25898 0.03 0.04 0.03 0.49
H 1.03575 2.85741 1.94986 -0.01 -0.05 0.00 0.21
H 1.90162 3.72276 0.67382 -0.03 0.00 -0.04 0.09
H 3.76530 1.21518 3.28716 0.00 0.00 0.04 0.43
H 4.00879 -0.30185 2.42652 0.01 -0.03 -0.05 0.33
H 2.40429 0.11706 3.03181 -0.08 -0.01 0.00 -0.55
H 4.94390 2.84243 0.80193 0.05 0.02 0.03 0.35
H 4.35468 2.41809 -0.80376 -0.05 0.02 -0.04 0.26
H 5.27365 1.24428 0.12837 -0.03 -0.07 0.01 0.31
H 2.00138 0.83584 -1.16285 0.02 -0.03 -0.02 -0.70
H 2.18993 -1.74890 -2.79746 -0.01 0.02 -0.03 0.33
H 0.62616 -1.94131 -1.99967 -0.01 0.02 0.06 -0.30
H 1.82774 -3.23007 -1.91588 0.01 -0.04 0.00 0.42
H 4.67013 -0.94931 -1.51971 -0.02 0.03 -0.05 0.30
H 4.56280 -2.61681 -0.95023 0.03 -0.03 -0.01 0.34
H 4.96434 -1.32331 0.17609 -0.03 0.03 0.05 0.30
H 1.10519 -2.19219 1.57310 -0.03 0.02 -0.03 -0.15
H 2.81927 -2.33219 1.93066 0.03 0.02 -0.01 0.45
H 2.04803 -3.50324 0.86274 0.01 -0.04 -0.01 0.44
```
Forces are in eV/Å.

- Net charge: 0
- F_max: 0.5 eV/Å
- Spin multiplicity: 4
- ⟨S²⟩: 3.77
- Lowest unoccupied orbital energy (alpha / beta): 0.24 / 0.14 eV
- Calculated total energy: -157279.78633 eV
- Frontier orbital gap (alpha / beta): 7.30 / 7.98 eV

---

No. 2
Entry from the OMol25 dataset: a structure of composition C37H47Cl2F3InN7O5S2Si4Te in a non-equilibrium geometry (wB97M-V/def2-TZVPD).

XYZ file:
```
109
Properties=species:S:1:pos:R:3:forces:R:3:mulliken_charge:R:1
In -0.34533 -1.95724 1.14253 -0.41 -0.62 0.76 0.32
Cl -5.62407 -5.52251 -1.56606 -0.01 0.03 0.04 -0.28
C -4.38700 -5.07007 -0.42318 0.07 -0.02 0.10 0.07
C -3.99242 -3.74221 -0.35184 0.06 -0.05 -0.03 -0.74
C -2.98434 -3.35895 0.52728 -0.07 0.22 0.04 -0.53
N -2.57007 -2.04666 0.77380 0.12 0.82 -0.19 0.32
C -3.46690 -1.03469 0.66738 0.28 -0.33 0.27 -0.25
O -4.54040 -1.06011 0.06946 0.00 0.18 -0.01 -0.77
C -3.22251 0.17067 1.58730 -0.29 -0.46 0.45 0.50
C -4.17953 1.18231 1.60091 0.03 0.11 -0.34 -0.66
C -4.12909 2.14964 2.58366 0.07 0.07 0.02 -0.38
C -3.14357 2.06636 3.55951 -0.07 -0.01 -0.02 -0.87
C -2.25904 1.00603 3.49234 0.25 -0.15 -0.16 -0.18
N -2.29699 0.07650 2.53749 0.27 0.01 -0.07 0.27
C -2.33041 -4.32455 1.31613 -0.04 -0.16 0.16 0.29
C -2.78317 -5.64028 1.27533 0.10 0.08 -0.06 -0.39
C -3.79957 -6.00936 0.40881 0.00 0.06 -0.05 0.16
Cl -4.29879 -7.68143 0.37574 0.01 0.01 0.01 -0.28
N -1.20482 -3.89823 2.03213 0.45 0.08 -0.10 0.01
C -0.75490 -4.60164 3.08037 -0.25 0.15 -0.14 -0.22
O -1.37979 -5.41616 3.76709 0.11 -0.03 0.00 -0.80
C 0.71290 -4.40214 3.41045 0.04 -0.06 -0.16 0.46
C 1.21921 -4.92958 4.59340 0.07 0.06 0.16 -0.51
C 2.58422 -4.87207 4.81674 -0.12 0.00 -0.04 -0.55
C 3.39959 -4.34126 3.82643 0.02 0.04 0.05 -0.76
C 2.80607 -3.82605 2.68596 -0.15 0.02 -0.12 0.02
N 1.48572 -3.83000 2.49462 0.13 -0.01 -0.11 0.58
H -4.46824 -2.99713 -0.96619 0.00 -0.06 -0.03 0.65
H -4.94146 1.16278 0.83516 -0.02 0.05 0.00 0.52
H -4.85110 2.95709 2.60440 -0.03 -0.02 -0.02 0.40
H -3.07327 2.78830 4.36342 0.00 0.00 -0.03 0.41
H -1.48056 0.88255 4.24273 -0.02 0.02 -0.08 0.37
H -2.32060 -6.38164 1.90486 -0.02 -0.06 0.02 0.58
H 0.52713 -5.36651 5.29818 -0.01 -0.04 0.00 0.52
H 3.00948 -5.25002 5.73879 0.00 -0.04 0.00 0.41
H 4.47715 -4.32116 3.93717 -0.02 0.01 -0.01 0.43
H 3.39100 -3.40585 1.87099 -0.10 -0.03 0.07 -0.14
C 3.92451 1.44104 0.49263 0.24 -0.06 -0.05 -0.93
N 3.38744 0.18501 0.03708 -0.18 0.48 -0.21 0.68
C 3.92182 -1.00644 0.29617 0.01 -0.43 -0.21 0.29
N 4.92672 -1.00014 1.22848 0.07 0.15 0.20 -0.49
S 3.42316 -2.38737 -0.49013 0.41 0.26 0.21 -0.27
H 3.29824 2.23304 0.09976 -0.07 0.15 0.02 -0.19
H 4.94834 1.58949 0.13511 -0.02 -0.01 -0.05 0.50
H 3.92803 1.50859 1.58319 0.02 0.09 -0.12 0.27
H 2.60016 0.18026 -0.59503 -0.05 -0.03 -0.04 -0.28
H 4.85613 -0.31485 1.97043 0.05 -0.09 -0.06 0.16
H 5.18116 -1.92293 1.53127 0.06 -0.10 0.03 0.36
C 0.87684 0.81504 -5.10174 -0.25 -0.19 0.10 -1.16
Si 1.45756 2.18620 -3.94323 0.11 -0.31 -0.65 0.72
C 1.40002 3.77451 -4.97971 -0.29 0.36 0.27 -0.99
C 3.31412 1.88804 -3.73375 0.02 -0.10 0.57 -1.21
Si -0.08912 2.24677 -2.14054 0.33 0.12 0.09 -0.06
Te -0.79722 0.13368 -0.95537 0.23 0.92 -0.87 -0.26
Si -2.14259 2.70901 -3.22409 -0.59 -0.05 -0.17 0.21
C -2.86811 1.13386 -3.95006 0.17 -0.33 0.08 -0.79
C -3.37339 3.33270 -1.93690 0.10 0.03 0.34 -0.64
C -2.20333 3.97095 -4.64042 0.41 0.16 -0.05 -1.26
Si 0.29044 4.29615 -0.99263 -0.25 0.52 0.44 0.69
C -0.21050 5.79063 -2.05125 -0.17 -0.20 -0.47 -1.06
C 1.99786 4.84996 -0.36625 0.31 -0.49 -0.18 -1.21
C -0.82727 4.38428 0.52565 -0.20 -0.26 0.09 -0.83
H 1.59266 0.61467 -5.90690 -0.02 0.09 0.08 0.40
H -0.08566 1.08032 -5.55959 0.14 -0.05 0.06 0.24
H 0.72624 -0.11814 -4.54237 0.02 0.12 -0.11 0.35
H 1.99676 3.67724 -5.89347 0.01 -0.10 0.12 0.36
H 1.77472 4.64260 -4.41897 -0.01 -0.14 -0.12 0.22
H 0.36922 4.00317 -5.27195 0.24 0.03 0.02 0.17
H 3.77724 1.82394 -4.72398 -0.12 0.02 0.03 0.35
H 3.52293 0.94852 -3.20845 -0.01 0.09 -0.05 0.32
H 3.80821 2.69775 -3.18536 -0.03 -0.06 -0.02 0.32
H -3.06619 0.41817 -3.14309 0.02 0.08 -0.16 0.10
H -2.16413 0.65223 -4.64042 -0.14 0.04 0.10 0.21
H -3.80567 1.31847 -4.48727 0.09 0.12 0.06 0.38
H -3.26570 2.72756 -1.02715 -0.08 0.07 -0.09 -0.18
H -4.40963 3.24036 -2.28059 0.12 0.00 -0.06 0.44
H -3.19023 4.38070 -1.66602 -0.05 -0.14 -0.06 0.31
H -1.59005 3.63694 -5.48552 -0.18 0.04 0.06 0.30
H -1.83063 4.95494 -4.32982 -0.07 -0.14 -0.13 0.33
H -3.23030 4.09138 -5.00218 0.03 -0.08 0.12 0.44
H 0.41692 5.86922 -2.94970 -0.13 0.03 0.13 0.23
H -0.11520 6.72490 -1.48781 0.03 -0.12 0.06 0.44
H -1.25132 5.70104 -2.38962 0.20 0.08 0.09 0.18
H 2.77074 4.75161 -1.14008 -0.07 0.03 0.11 0.27
H 2.32781 4.27330 0.50396 -0.01 0.04 -0.05 0.22
H 1.95493 5.90345 -0.07198 -0.10 -0.07 -0.02 0.41
H -1.87959 4.39815 0.21386 0.17 -0.02 0.11 0.22
H -0.63901 5.27732 1.13359 0.05 -0.04 -0.11 0.41
H -0.70039 3.50081 1.16533 -0.03 0.10 -0.07 -0.05
N 4.14873 2.50630 5.46717 -0.11 -0.09 -0.09 -0.65
C 3.42125 1.84880 4.86116 -0.07 -0.02 0.01 -0.16
C 2.53274 1.01265 4.09142 -0.02 0.06 -0.03 0.38
C 1.97302 1.48153 2.90016 -0.17 -0.03 0.20 -0.88
C 1.21427 0.62645 2.11217 -0.01 -0.04 0.24 1.32
C 0.94160 -0.69046 2.49562 -0.42 -0.06 -0.16 1.07
C 1.40532 -1.09145 3.75558 -0.02 0.11 -0.12 -0.30
C 2.22590 -0.27572 4.52585 -0.03 -0.06 0.01 -0.93
H 2.12800 2.51601 2.61435 0.03 -0.06 -0.07 0.60
H 0.79979 0.99714 1.18037 -0.01 0.02 -0.03 -1.15
H 1.12188 -2.05158 4.16297 0.13 -0.05 -0.02 0.42
H 2.62777 -0.63208 5.46742 -0.05 0.00 -0.01 0.48
F -1.49232 -4.98406 -2.30568 0.00 0.03 0.03 -0.22
C -0.35206 -5.44825 -1.79144 0.02 -0.11 -0.02 0.43
F -0.64202 -6.21889 -0.73671 -0.08 0.11 -0.06 -0.20
F 0.21537 -6.25081 -2.71753 -0.08 0.07 0.09 -0.25
S 0.85200 -4.11004 -1.34962 -0.66 -0.25 -0.47 0.91
O 1.70321 -4.80718 -0.42669 0.02 0.27 0.15 -0.58
O 1.37993 -3.75290 -2.63606 0.09 0.15 0.11 -0.64
O -0.02461 -3.03826 -0.78684 0.45 -0.56 0.43 -0.22
```
Forces are in eV/Å.

- Net charge: -2
- F_max: 1.3 eV/Å
- Spin multiplicity: 1
- Lowest unoccupied orbital energy: 3.74 eV
- Calculated total energy: -158654.12044 eV
- Frontier orbital gap: 6.42 eV